Entry 1:
ORCA calculation (ωB97M-V with the def2-TZVPD basis set) on a molecular structure, C4H6N2O.

```
13
Properties=species:S:1:pos:R:3:forces:R:3
O 1.6249 2.3344 0.7323 -0.8 -1.2 -0.1
C 0.9999 1.3595 0.6986 0.4 0.5 -0.2
N 1.4049 -0.1076 -0.5826 -0.1 0.1 -0.2
C 0.4485 -1.0951 -0.0964 -0.1 0.0 0.1
C -0.7194 -0.2159 -0.4686 -0.2 0.1 0.4
C -1.8765 0.2044 0.3295 -0.3 -0.1 0.2
N -0.7588 1.0861 -0.1412 0.4 -0.3 0.0
H 2.3698 -0.4704 -0.5282 -0.3 0.3 -0.3
H 0.5402 -1.3750 0.9654 0.0 0.3 0.0
H 0.3985 -2.0020 -0.7089 0.1 0.1 0.3
H 0.2778 -0.0776 -1.5260 0.8 0.2 0.1
H -2.8805 0.3114 -0.0802 0.3 0.3 0.0
H -1.8293 0.0478 1.4061 -0.1 -0.2 -0.1
```
Positions in Å, forces in eV/Å.

Calculated values
* F_max: 0.0283 Eh/bohr
* total charge: 0
* relative energy (zero: lowest compared OMol25 entry of this formula, charge and spin): 190.2 kcal per mole
* frontier orbital gap (alpha / beta): 8.1 / 8.1 eV

Entry 2:
ORCA calculation (ωB97M-V with the def2-TZVPD basis set) on a single C4H6N2O molecule.

```
13
Properties=species:S:1:pos:R:3:forces:R:3
N 1.9732 -0.4356 -0.9015 0.1 0.0 -0.1
C 0.7125 -0.4852 -0.2738 -0.1 -0.1 -0.1
C -0.4796 -1.0617 -0.6522 0.3 -0.2 -0.1
C -1.4870 -0.5655 0.2304 0.0 0.1 0.0
C -0.8754 0.3071 1.0843 0.1 -0.2 -0.3
O -1.3364 1.5526 1.4520 -0.3 0.1 0.3
N 0.4877 0.2557 0.8456 0.0 0.2 -0.3
H 1.8261 -0.2200 -1.8858 0.2 -0.3 0.2
H 2.5105 0.3373 -0.5150 0.0 -0.3 -0.1
H -0.6463 -1.6535 -1.5406 0.1 -0.1 0.2
H -2.5566 -0.7048 0.1527 0.1 0.1 -0.1
H -1.3071 1.9739 0.5740 -0.3 0.4 0.8
H 1.1785 0.6997 1.4299 -0.1 0.2 -0.3
```
Positions in Å, forces in eV/Å.

Calculated values
* F_max: 0.0180 Eh/bohr
* structure (SMILES): Nc1ccc(O)[nH]1
* total charge: 0
* relative energy (zero: lowest compared OMol25 entry of this formula, charge and spin): 45.4 kcal per mole
* frontier orbital gap: 8.0 eV

Entry 3:
ORCA calculation (ωB97M-V with the def2-TZVPD basis set) on a molecular structure, C4H6N2O.

```
13
Properties=species:S:1:pos:R:3:forces:R:3
C -1.0733 -0.1265 1.6621 0.0 -0.1 0.0
C -0.4086 -0.2500 0.3274 0.0 -0.1 0.2
C 0.4771 0.8040 -0.3056 0.4 0.0 0.3
N 0.2455 0.4722 -1.7303 0.2 -0.1 -0.2
C 0.5040 -0.8940 -1.4339 0.7 -0.4 -0.2
O 1.5678 -1.4211 -1.6423 -0.9 -0.6 -0.7
N -0.4119 -1.2989 -0.4048 -0.1 0.0 0.0
H -1.2015 -1.1259 2.0795 0.0 0.1 0.1
H -2.0643 0.3395 1.5930 0.2 0.0 -0.2
H -0.4748 0.4924 2.3390 0.0 -0.2 -0.1
H 0.2760 1.8423 -0.0294 0.4 -0.2 0.0
H 1.0353 0.8149 -2.2712 -0.1 -0.1 -0.1
H 1.5286 0.3511 -0.1834 -0.8 1.8 1.0
```
Positions in Å, forces in eV/Å.

Calculated values
* F_max: 0.0432 Eh/bohr
* total charge: 0
* relative energy (zero: lowest compared OMol25 entry of this formula, charge and spin): 40.8 kcal per mole
* frontier orbital gap: 10.8 eV

Entry 4:
ORCA calculation (ωB97M-V with the def2-TZVPD basis set) on a single C4H6N2O molecule.

```
13
Properties=species:S:1:pos:R:3:forces:R:3
N -1.5680 0.5424 -0.1775 -0.1 0.2 -0.1
C -0.2114 0.3817 0.0393 -0.1 -0.4 0.0
C 0.2220 -1.0437 -0.0658 0.4 0.1 -0.1
O -0.7543 -1.9194 0.3074 -0.1 0.0 0.1
N 1.3643 -1.4359 -0.4464 -0.4 0.0 0.1
C 1.8915 1.4958 -0.0091 -0.5 -0.4 0.3
C 0.5784 1.4517 0.4370 0.5 0.4 -0.3
H -1.9635 0.0416 -0.9647 0.0 0.0 0.1
H -1.8933 1.4995 -0.1330 0.1 -0.1 0.0
H -1.4931 -1.4270 0.6999 0.1 -0.1 -0.1
H 1.4219 -2.4508 -0.3365 0.0 0.1 -0.1
H 2.3527 0.5005 -0.0933 0.1 0.2 0.0
H 0.0527 2.3636 0.7429 0.1 -0.1 -0.1
```
Positions in Å, forces in eV/Å.

Calculated values
* F_max: 0.0136 Eh/bohr
* total charge: 0
* relative energy (zero: lowest compared OMol25 entry of this formula, charge and spin): 107.3 kcal per mole
* frontier orbital gap (alpha / beta): 7.8 / 7.1 eV

Entry 5:
ORCA calculation (ωB97M-V with the def2-TZVPD basis set) on a single C4H6N2O molecule.

```
13
Properties=species:S:1:pos:R:3:forces:R:3
C 0.1699 2.0575 0.3590 -2.7 -1.6 -0.1
C 0.0638 0.5642 0.0625 0.8 -0.6 1.0
C -1.0153 -0.3313 0.0541 0.5 0.4 -0.5
C -0.4261 -1.5891 -0.1895 1.3 0.6 0.1
H 0.7381 2.4415 1.1950 -0.3 -0.6 0.7
H -0.9151 2.3375 0.3322 1.1 0.4 0.6
H 0.5914 2.5136 -0.4642 0.9 1.1 -2.0
H -2.0788 -0.1602 0.0271 0.1 0.3 0.3
H -0.3314 -3.4242 -0.5427 -0.9 0.8 0.5
H 2.1613 0.1050 -0.1398 -1.2 -0.3 0.0
N 0.8870 -1.5367 -0.3252 0.1 1.2 0.4
N 1.1759 -0.1991 -0.1355 0.2 -0.2 -0.3
O -1.0207 -2.7787 -0.2332 0.1 -1.4 -0.7
```
Positions in Å, forces in eV/Å.

Calculated values
* F_max: 0.0609 Eh/bohr
* structure (SMILES): Cc1cc(O)n[nH]1
* total charge: 0
* relative energy (zero: lowest compared OMol25 entry of this formula, charge and spin): 29.5 kcal per mole
* frontier orbital gap: 9.7 eV

Entry 6:
ORCA calculation (ωB97M-V with the def2-TZVPD basis set) on a single C4H6N2O molecule.

```
13
Properties=species:S:1:pos:R:3:forces:R:3
C 1.7629 0.8357 -0.4384 0.2 0.1 -0.1
C 0.4386 0.2438 -0.1265 0.2 0.0 -0.1
C -0.8486 0.7173 -0.3146 0.0 0.0 0.2
C -1.6452 -0.3420 0.1777 0.8 -0.5 0.3
O -2.9055 -0.6024 0.5564 0.2 -0.8 0.4
N -0.9097 -1.3759 0.5458 0.6 0.1 0.1
N 0.3599 -0.9793 0.4435 0.5 0.1 -0.7
H 2.2124 0.3289 -1.2984 0.0 0.1 0.1
H 2.4406 0.7353 0.4158 -0.1 0.1 -0.1
H 1.6530 1.8936 -0.6759 0.1 -0.1 0.0
H -1.1187 1.6887 -0.7082 -0.1 -0.3 0.2
H -2.4936 -1.4379 1.0158 -2.7 0.9 -0.2
H 1.0539 -1.7059 0.4070 0.3 0.2 0.1
```
Positions in Å, forces in eV/Å.

Calculated values
* F_max: 0.0550 Eh/bohr
* structure (SMILES): Cc1cc(O)n[nH]1
* total charge: 0
* relative energy (zero: lowest compared OMol25 entry of this formula, charge and spin): 41.8 kcal per mole
* frontier orbital gap: 9.5 eV

Which value of relative energy (zero: lowest compared OMol25 entry of this formula, charge and spin) does entry 4 give? 107.3 kcal per mole